No. 1
{
  "formula": "C4H9NO2",
  "method": "wB97M-V/def2-TZVPD",
  "symbols": ["C", "C", "O", "N", "H", "H", "H", "H", "H", "C", "C", "O", "H", "H", "H", "H"],
  "positions_angstrom": [[1.075, 0.714, -1.207], [0.545, 0.183, 1.570], [0.068, 0.576, -0.188], [1.079, 1.121, 2.193], [0.868, 2.097, 2.002], [0.956, -0.827, 1.649], [1.944, 1.346, -1.027], [0.578, 1.348, -1.946], [1.536, -0.260, -1.384], [-1.072, -0.524, -0.141], [-0.739, -1.691, -0.759], [-2.284, 0.041, -0.415], [-2.531, 0.651, 0.292], [-0.781, -0.400, 1.214], [0.285, -2.029, -0.759], [-1.529, -2.344, -1.093]],
  "mulliken_charge": [-0.679, 0.051, -0.240, -0.652, 0.266, 0.342, 0.279, 0.257, 0.312, 0.581, -1.010, -0.508, 0.365, 0.145, 0.206, 0.284],
  "homo_ev": -7.459,
  "homo_lumo_gap_ev": 7.806,
  "total_charge": 0,
  "energy_ha": -362.80073,
  "max_force_ev_per_a": 1.90,
  "multiplicity": 1,
  "lumo_ev": 0.35
}

No. 2
{
  "formula": "C4H9NO2",
  "method": "wB97M-V/def2-TZVPD",
  "symbols": ["N", "C", "C", "O", "C", "C", "O", "H", "H", "H", "H", "H", "H", "H", "H", "H"],
  "positions_angstrom": [[0.471, -0.831, 0.897], [-0.235, 0.317, 0.425], [-1.755, 0.156, 0.206], [-2.343, -0.230, 1.494], [0.262, 0.556, -1.139], [1.696, 0.192, -1.453], [2.619, 0.145, -0.692], [-0.053, -1.281, 1.640], [0.814, -1.441, 0.183], [-0.130, 1.278, 0.941], [-2.255, 1.125, 0.042], [-1.902, -0.677, -0.477], [-2.974, -0.932, 1.284], [0.048, 1.630, -1.250], [-0.444, 0.042, -1.799], [1.924, 0.027, -2.535]],
  "mulliken_charge": [-0.565, 0.283, -0.726, -0.513, -0.707, -0.134, -0.436, 0.245, 0.163, 0.274, 0.231, 0.475, 0.296, 0.393, 0.371, 0.349],
  "homo_ev": -9.058,
  "homo_lumo_gap_ev": 9.785,
  "total_charge": 0,
  "smiles": "N[C@H](CO)CC=O",
  "energy_ha": -362.99022,
  "max_force_ev_per_a": 4.00,
  "multiplicity": 1,
  "lumo_ev": 0.73
}

No. 3
{
  "formula": "C4H9NO2",
  "method": "wB97M-V/def2-TZVPD",
  "symbols": ["C", "C", "C", "O", "N", "C", "O", "H", "H", "H", "H", "H", "H", "H", "H", "H"],
  "positions_angstrom": [[1.734, 0.106, -0.579], [0.521, 0.249, 0.354], [-0.464, 1.258, -0.242], [-1.499, 1.650, 0.608], [-0.039, -1.094, 0.517], [-1.317, -1.538, 0.447], [-2.335, -0.873, 0.317], [2.359, -0.782, -0.390], [2.388, 0.972, -0.472], [1.404, 0.041, -1.624], [0.832, 0.612, 1.344], [0.118, 2.154, -0.473], [-0.836, 0.837, -1.190], [-2.119, 0.898, 0.615], [0.683, -1.766, 0.331], [-1.383, -2.638, 0.542]],
  "mulliken_charge": [-1.426, 0.551, -0.777, -0.562, -0.159, 0.030, -0.642, 0.438, 0.351, 0.338, 0.127, 0.385, 0.368, 0.421, 0.220, 0.338],
  "homo_ev": -9.853,
  "homo_lumo_gap_ev": 10.589,
  "total_charge": 0,
  "smiles": "C[C@@H](CO)NC=O",
  "energy_ha": -363.05031,
  "max_force_ev_per_a": 0.78,
  "multiplicity": 1,
  "lumo_ev": 0.74
}

No. 4
{
  "formula": "C4H9NO2",
  "method": "wB97M-V/def2-TZVPD",
  "symbols": ["C", "C", "C", "C", "N", "O", "O", "H", "H", "H", "H", "H", "H", "H", "H", "H"],
  "positions_angstrom": [[1.199, -1.287, 0.426], [0.365, 1.320, -0.136], [-0.671, 0.298, 0.145], [-1.452, -0.298, -0.986], [2.095, -0.242, 0.323], [1.644, 0.760, -0.537], [-1.315, 0.482, 1.353], [1.142, -1.820, 1.357], [1.034, -1.832, -0.487], [0.133, 1.943, -0.999], [0.518, 1.931, 0.762], [-0.773, -0.689, -1.738], [-2.088, 0.454, -1.464], [-2.083, -1.113, -0.635], [2.346, 0.172, 1.221], [-2.097, -0.078, 1.395]],
  "mulliken_charge": [-0.600, -0.666, 0.811, -1.456, -0.194, -0.312, -0.513, 0.308, 0.264, 0.301, 0.321, 0.322, 0.353, 0.444, 0.293, 0.324],
  "homo_ev": [-6.887, -6.895],
  "homo_lumo_gap_ev": [7.684, 7.703],
  "total_charge": 0,
  "energy_ha": -362.88488,
  "max_force_ev_per_a": 2.91,
  "multiplicity": 1,
  "lumo_ev": [0.80, 0.81]
}

No. 5
{
  "formula": "C4H9NO2",
  "method": "wB97M-V/def2-TZVPD",
  "symbols": ["C", "C", "C", "C", "N", "O", "O", "H", "H", "H", "H", "H", "H", "H", "H", "H"],
  "positions_angstrom": [[3.722, 0.133, -0.018], [-1.075, -0.350, -1.416], [-0.823, -1.005, 0.966], [-0.238, -0.182, -0.153], [-0.504, 1.269, 0.330], [3.973, -0.979, -0.063], [3.398, 1.225, 0.100], [-0.732, 0.289, -2.142], [-0.972, -1.427, -1.846], [-2.117, -0.325, -1.137], [-1.913, -0.945, 1.300], [-0.291, -0.841, 1.954], [-0.766, -1.980, 0.597], [0.170, 1.953, -0.084], [-0.292, 1.414, 1.347], [-1.539, 1.749, 0.266]],
  "mulliken_charge": [0.675, -1.429, -1.378, 0.279, -0.654, -0.333, -0.374, 0.408, 0.274, 0.413, 0.349, 0.302, 0.380, 0.360, 0.359, 0.368],
  "homo_ev": -6.556,
  "homo_lumo_gap_ev": 6.975,
  "total_charge": 0,
  "energy_ha": -362.94889,
  "max_force_ev_per_a": 4.00,
  "multiplicity": 1,
  "lumo_ev": 0.42
}

No. 6
{
  "formula": "C4H9NO2",
  "method": "wB97M-V/def2-TZVPD",
  "symbols": ["O", "C", "N", "C", "C", "C", "O", "H", "H", "H", "H", "H", "H", "H", "H", "H"],
  "positions_angstrom": [[2.529, -0.264, 1.706], [1.349, -0.556, 1.610], [0.475, -0.027, 0.722], [-0.715, -0.886, 0.409], [-1.052, -0.824, -1.146], [-0.823, 0.603, -1.719], [-1.294, 1.707, -0.943], [1.137, -1.500, 2.182], [0.377, 0.843, 0.229], [-1.609, -0.552, 0.904], [-0.421, -1.893, 0.734], [-0.521, -1.521, -1.815], [-2.142, -0.977, -1.351], [-1.195, 0.584, -2.755], [0.291, 0.711, -1.733], [-1.212, 2.462, -1.535]],
  "mulliken_charge": [-0.560, 0.082, -0.023, -0.593, -0.461, -0.787, -0.538, 0.287, 0.210, 0.222, 0.415, 0.315, 0.304, 0.396, 0.408, 0.323],
  "homo_ev": -9.559,
  "homo_lumo_gap_ev": 10.183,
  "total_charge": 0,
  "smiles": "O=CNCCCO",
  "energy_ha": -363.00859,
  "max_force_ev_per_a": 3.54,
  "multiplicity": 1,
  "lumo_ev": 0.62
}

No. 7
{
  "formula": "C4H9NO2",
  "method": "wB97M-V/def2-TZVPD",
  "symbols": ["C", "C", "C", "N", "C", "O", "O", "H", "H", "H", "H", "H", "H", "H", "H", "H"],
  "positions_angstrom": [[-1.979, 0.122, -0.662], [-0.585, 0.652, -0.404], [0.442, -0.460, -0.098], [-0.103, -1.445, 0.787], [1.747, 0.151, 0.414], [2.413, -0.301, 1.306], [2.112, 1.266, -0.260], [-2.023, -0.680, -1.402], [-2.488, -0.185, 0.253], [-2.627, 0.908, -1.069], [-0.219, 1.299, -1.194], [-0.614, 1.254, 0.512], [0.751, -0.961, -1.021], [-0.434, -1.016, 1.646], [0.618, -2.092, 1.095], [2.989, 1.487, 0.097]],
  "mulliken_charge": [-1.170, -0.620, 0.286, -0.648, 0.335, -0.585, -0.426, 0.318, 0.300, 0.376, 0.349, 0.324, 0.298, 0.247, 0.281, 0.335],
  "homo_ev": -9.724,
  "homo_lumo_gap_ev": 10.452,
  "total_charge": 0,
  "smiles": "CC[C@H](N)C(=O)O",
  "energy_ha": -363.06674,
  "max_force_ev_per_a": 1.03,
  "multiplicity": 1,
  "lumo_ev": 0.73
}

No. 8
{
  "formula": "C4H9NO2",
  "method": "wB97M-V/def2-TZVPD",
  "symbols": ["N", "C", "C", "C", "O", "C", "O", "H", "H", "H", "H", "H", "H", "H", "H", "H"],
  "positions_angstrom": [[1.459, 0.013, 3.405], [1.182, -0.251, 2.076], [0.161, 0.817, 1.397], [-0.132, 0.419, 0.048], [-1.144, -0.643, 0.058], [-1.750, -0.788, -1.167], [-1.631, -0.048, -2.163], [1.976, -0.807, 3.851], [0.573, 0.121, 3.921], [0.578, -1.128, 1.943], [2.021, -0.558, 1.589], [-0.695, 0.691, 2.100], [0.701, 1.778, 1.323], [-0.527, 1.250, -0.473], [0.927, 0.106, -0.362], [-2.376, -1.704, -1.311]],
  "mulliken_charge": [-0.615, -0.888, -0.572, -0.321, -0.224, 0.105, -0.496, 0.260, 0.248, 0.372, 0.589, 0.331, 0.267, 0.366, 0.224, 0.354],
  "homo_ev": -9.119,
  "homo_lumo_gap_ev": 10.062,
  "total_charge": 0,
  "smiles": "NCCCOC=O",
  "energy_ha": -362.99050,
  "max_force_ev_per_a": 4.54,
  "multiplicity": 1,
  "lumo_ev": 0.94
}

No. 9
{
  "formula": "C4H9NO2",
  "method": "wB97M-V/def2-TZVPD",
  "symbols": ["C", "C", "C", "C", "N", "O", "O", "H", "H", "H", "H", "H", "H", "H", "H", "H"],
  "positions_angstrom": [[-0.053, 1.622, -1.434], [-0.343, 0.952, -0.113], [0.799, 0.249, 0.615], [-0.130, -0.967, 0.665], [0.476, -2.200, 0.373], [-0.887, -1.135, 1.824], [-1.030, -0.312, -0.296], [0.343, 0.875, -2.129], [0.682, 2.424, -1.311], [-0.963, 2.043, -1.872], [-0.901, 1.630, 0.553], [1.651, 0.069, -0.049], [1.136, 0.628, 1.580], [-0.137, -3.001, 0.442], [1.060, -2.212, -0.450], [-1.703, -0.666, 1.602]],
  "mulliken_charge": [-1.395, 0.373, -0.829, 0.899, -0.550, -0.562, -0.543, 0.321, 0.344, 0.330, 0.291, 0.275, 0.258, 0.233, 0.200, 0.353],
  "homo_ev": -9.747,
  "homo_lumo_gap_ev": 10.728,
  "total_charge": 0,
  "smiles": "C[C@@H]1C[C@@](N)(O)O1",
  "energy_ha": -363.03158,
  "max_force_ev_per_a": 0.36,
  "multiplicity": 1,
  "lumo_ev": 0.98
}

No. 10
{
  "formula": "C4H9NO2",
  "method": "wB97M-V/def2-TZVPD",
  "symbols": ["C", "N", "C", "C", "C", "O", "O", "H", "H", "H", "H", "H", "H", "H", "H", "H"],
  "positions_angstrom": [[2.642, 0.739, 0.270], [1.966, -0.385, 0.863], [-3.303, 0.128, 0.474], [0.966, -1.075, 0.406], [0.400, -0.718, -0.922], [1.332, -0.604, -2.002], [-0.864, -0.462, -0.841], [1.901, 1.455, -0.120], [3.329, 1.298, 0.954], [3.247, 0.469, -0.618], [-3.001, 1.100, -0.008], [-3.936, 0.336, 1.310], [-2.365, -0.353, 0.754], [-3.795, -0.496, -0.305], [0.357, -1.636, 1.117], [1.124, 0.204, -1.331]],
  "mulliken_charge": [-0.945, -0.417, -0.805, 0.056, 0.499, -0.416, -0.457, 0.403, 0.273, 0.364, 0.203, 0.318, 0.080, 0.223, 0.387, 0.234],
  "homo_ev": -9.892,
  "homo_lumo_gap_ev": 9.157,
  "total_charge": 0,
  "energy_ha": -362.88480,
  "max_force_ev_per_a": 7.85,
  "multiplicity": 1,
  "lumo_ev": -0.74
}

No. 11
{
  "formula": "C4H9NO2",
  "method": "wB97M-V/def2-TZVPD",
  "symbols": ["C", "C", "O", "C", "C", "N", "O", "H", "H", "H", "H", "H", "H", "H", "H", "H"],
  "positions_angstrom": [[1.291, 0.591, 1.540], [1.230, 0.088, 0.095], [1.111, -1.323, 0.033], [-0.004, 0.655, -0.669], [-0.634, -0.582, -1.288], [-1.872, -0.927, -0.909], [-0.027, -1.269, -2.124], [0.363, 0.368, 2.080], [1.456, 1.680, 1.575], [2.119, 0.122, 2.079], [2.166, 0.392, -0.394], [1.012, -1.528, -0.969], [-0.691, 1.192, 0.001], [0.261, 1.324, -1.495], [-2.197, -1.831, -1.215], [-2.371, -0.437, -0.188]],
  "mulliken_charge": [-1.446, 0.573, -0.648, -0.794, 0.733, -0.419, -0.705, 0.346, 0.362, 0.344, 0.233, 0.360, 0.352, 0.272, 0.238, 0.199],
  "homo_ev": -9.871,
  "homo_lumo_gap_ev": 10.704,
  "total_charge": 0,
  "smiles": "C[C@@H](O)CC(N)=O",
  "energy_ha": -363.05020,
  "max_force_ev_per_a": 2.12,
  "multiplicity": 1,
  "lumo_ev": 0.83
}

No. 12
{
  "formula": "C4H9NO2",
  "method": "wB97M-V/def2-TZVPD",
  "symbols": ["C", "N", "C", "O", "C", "C", "O", "H", "H", "H", "H", "H", "H", "H", "H", "H"],
  "positions_angstrom": [[-0.872, -1.931, -1.313], [-0.791, -0.609, -0.694], [-0.079, -0.429, 0.555], [1.291, -0.169, 0.393], [1.342, 1.194, 0.000], [0.174, 1.818, 0.784], [-0.616, 0.703, 1.185], [-1.832, -2.008, -1.840], [-0.077, -2.122, -2.053], [-0.839, -2.738, -0.564], [-1.707, -0.196, -0.569], [-0.156, -1.273, 1.254], [2.316, 1.620, 0.263], [1.184, 1.265, -1.082], [0.491, 2.334, 1.695], [-0.412, 2.500, 0.159]],
  "mulliken_charge": [-0.827, -0.345, 0.323, -0.438, -0.391, -0.378, -0.462, 0.323, 0.228, 0.294, 0.228, 0.333, 0.316, 0.266, 0.281, 0.250],
  "homo_ev": -9.228,
  "homo_lumo_gap_ev": 10.285,
  "total_charge": 0,
  "smiles": "CNC1OCCO1",
  "energy_ha": -363.01766,
  "max_force_ev_per_a": 0.45,
  "multiplicity": 1,
  "lumo_ev": 1.06
}

No. 13
{
  "formula": "C4H9NO2",
  "method": "wB97M-V/def2-TZVPD",
  "symbols": ["C", "C", "C", "C", "N", "O", "O", "H", "H", "H", "H", "H", "H", "H", "H", "H"],
  "positions_angstrom": [[-0.319, -0.732, 0.370], [1.783, -0.425, -2.076], [-1.170, 0.199, 2.599], [0.362, 0.099, -1.986], [-0.748, 0.167, 1.180], [-1.208, 1.403, 0.708], [0.174, 1.277, -1.758], [-0.015, -1.720, 0.904], [2.241, 0.149, -2.796], [2.215, -0.369, -1.122], [1.660, -1.468, -2.248], [-2.164, 0.278, 2.648], [-0.587, 1.066, 2.990], [-0.746, -0.570, 3.082], [-0.330, -0.641, -2.241], [-1.148, 1.287, -0.255]],
  "lowdin_spin": [1.141, 0.015, 0.053, 0.045, 0.426, 0.064, 0.090, 0.102, 0.001, 0.009, 0.001, 0.010, 0.011, 0.002, 0.021, 0.011],
  "homo_ev": [-5.547, -9.561],
  "homo_lumo_gap_ev": [6.544, 8.211],
  "total_charge": 0,
  "energy_ha": -362.75263,
  "max_force_ev_per_a": 5.65,
  "multiplicity": 3,
  "lumo_ev": [1.00, -1.35]
}

No. 14
{
  "formula": "C4H9NO2",
  "method": "wB97M-V/def2-TZVPD",
  "symbols": ["C", "N", "C", "O", "O", "C", "C", "H", "H", "H", "H", "H", "H", "H", "H", "H"],
  "positions_angstrom": [[-0.076, -0.373, -0.352], [0.219, -0.975, 0.952], [1.349, -1.551, 1.464], [2.098, -2.470, 0.800], [1.586, -1.408, 2.720], [-0.348, 1.085, -0.216], [-1.503, 1.503, -1.195], [0.787, -0.310, -0.990], [-0.712, -1.116, -0.864], [-0.370, -0.508, 1.612], [2.709, -2.071, 0.201], [0.408, 1.885, -0.484], [-0.682, 1.245, 0.684], [-2.085, 0.820, -1.712], [-2.322, 2.101, -0.603], [-1.059, 2.143, -2.017]],
  "lowdin_spin": [0.041, 0.319, -0.018, 0.010, 0.608, 0.006, 0.000, 0.006, 0.024, 0.005, -0.003, 0.002, 0.001, 0.000, 0.000, 0.000],
  "homo_ev": [-15.737, -15.730],
  "homo_lumo_gap_ev": [11.059, 6.445],
  "total_charge": 1,
  "energy_ha": -362.64075,
  "max_force_ev_per_a": 5.78,
  "multiplicity": 2,
  "lumo_ev": [-4.68, -9.28]
}

No. 15
{
  "formula": "C4H9NO2S",
  "method": "wB97M-V/def2-TZVPD",
  "symbols": ["C", "C", "C", "C", "N", "O", "O", "S", "H", "H", "H", "H", "H", "H", "H", "H", "H"],
  "positions_angstrom": [[1.673, 0.658, -0.208], [0.455, -1.730, -0.585], [-2.607, 0.085, 0.038], [0.728, -0.423, 0.114], [2.113, 1.302, 0.932], [2.027, 0.991, -1.335], [-0.949, 2.273, -0.211], [-1.192, 0.972, -0.833], [0.186, -2.503, 0.232], [1.339, -1.974, -1.134], [-0.361, -1.647, -1.208], [-2.240, -1.022, 0.067], [-3.445, 0.259, -0.572], [-2.768, 0.360, 1.130], [0.716, -0.574, 1.126], [1.769, 0.780, 1.722], [2.556, 2.194, 0.723]],
  "mulliken_charge": [0.596, -0.955, -0.754, -0.330, -0.418, -0.638, -0.482, 0.510, 0.276, 0.337, 0.317, 0.223, 0.346, 0.273, 0.237, 0.204, 0.256],
  "homo_ev": [-8.581, -8.581],
  "homo_lumo_gap_ev": [7.843, 7.923],
  "total_charge": 0,
  "energy_ha": -761.12625,
  "max_force_ev_per_a": 3.57,
  "multiplicity": 1,
  "lumo_ev": [-0.74, -0.66]
}

No. 16
{
  "formula": "C4H9NO2S",
  "method": "wB97M-V/def2-TZVPD",
  "symbols": ["N", "C", "C", "C", "S", "C", "O", "O", "H", "H", "H", "H", "H", "H", "H", "H", "H"],
  "positions_angstrom": [[-0.906, -1.898, 0.412], [-0.664, -0.464, 0.135], [0.842, -0.059, 0.169], [1.509, 0.118, -1.236], [1.880, 2.010, -1.105], [-1.554, 0.292, 1.098], [-1.496, 0.222, 2.243], [-2.318, 1.303, 0.547], [-0.179, -2.426, 0.037], [-0.968, -2.117, 1.411], [-1.071, -0.364, -0.825], [0.909, 0.951, 0.882], [1.256, -0.901, 0.784], [2.454, -0.350, -1.356], [0.772, -0.060, -2.036], [2.514, 2.126, -2.254], [-2.981, 1.618, 1.094]],
  "mulliken_charge": [-0.757, 0.533, -0.925, -0.495, -0.232, 0.048, -0.478, -0.466, 0.243, 0.229, 0.400, 0.342, 0.376, 0.399, 0.345, 0.124, 0.314],
  "homo_ev": -9.318,
  "homo_lumo_gap_ev": 10.138,
  "total_charge": 0,
  "smiles": "N[C@H](CCS)C(=O)O",
  "energy_ha": -761.19759,
  "max_force_ev_per_a": 5.46,
  "multiplicity": 1,
  "lumo_ev": 0.82
}